Below is a single C4H6N2OS molecule in a non-equilibrium geometry, with properties calculated with ωB97M-V/def2-TZVPD.

Each line ends with the Löwdin charge.
Cartesian coordinates (Å):
C 1.14592 1.82458 -0.08521  -0.079
C 0.46955 0.55562 -0.22844  -0.451
N -0.90160 0.51218 -0.20879  0.131
C -1.31516 -0.70975 -0.11001  -0.472
N -2.60325 -1.08897 -0.08225  0.101
O -0.22031 -1.56760 -0.14242  0.005
C 0.92736 -0.67353 -0.18198  -0.642
S 2.46767 -1.43709 -0.19476  0.832
H 0.49553 2.54193 0.68674  0.126
H 1.23423 2.46513 -1.03545  0.086
H 2.28420 1.68396 0.53189  0.150
H -3.09218 -2.14168 0.00905  0.199
H -3.41961 -0.37209 -0.08114  0.146
H 2.52765 -1.59269 1.12276  -0.131

* structure (SMILES): Cc1nc(N)oc1S
* calculated total energy: -738.89051 Eh
* lowest unoccupied orbital energy: 0.7 eV
* total charge: 0
* gap between HOMO and LUMO: 8.89 eV
* energy above the lowest of the compared OMol25 structures with the same formula, charge and spin: 71.6 kcal/mol



Below is a gas-phase ion, C3H8NOS (charge +1) in a non-equilibrium geometry, with properties calculated with ωB97M-V/def2-TZVPD.

Each line ends with the Löwdin charge.
Cartesian coordinates (Å):
N -1.36599 0.47331 -1.17970  0.233
C -0.17748 0.47056 -0.08692  -0.766
O -0.67231 1.31851 0.80582  -0.006
C 0.17369 -0.95704 0.49746  -0.190
C 1.62535 -0.72508 0.36388  -0.455
S 1.55226 0.79772 -0.58592  0.999
H -1.32026 1.38468 -1.71642  0.187
H -2.27203 0.61141 -0.63670  0.191
H -1.28280 -0.42863 -1.68123  0.169
H 0.06208 1.83306 1.23661  0.154
H -0.11990 -1.84469 -0.05754  0.114
H -0.34154 -0.98259 1.57290  0.178
H 1.84200 -0.44313 1.41308  0.099
H 2.29692 -1.50809 0.05470  0.094

* structure (SMILES): [NH3+][C@@]1(O)CCS1
* calculated total energy: -646.98623 Eh
* lowest unoccupied orbital energy: -3.7 eV
* total charge: +1
* gap between HOMO and LUMO: 10.11 eV
* energy above the lowest of the compared OMol25 structures with the same formula, charge and spin: 24.0 kcal/mol



Below is a gas-phase ion, CH3FNO2S (charge -1) in a non-equilibrium geometry, with properties calculated with ωB97M-V/def2-TZVPD.

Each line ends with the Löwdin charge.
Cartesian coordinates (Å):
N -0.99930 0.69347 -0.21837  -0.144
S -0.07384 0.51918 1.24306  0.498
O 0.08029 1.88630 1.70378  -0.381
O -0.91270 -0.35633 2.05537  -0.405
C 1.32652 -0.35931 0.60702  -0.280
F 2.55375 0.58777 0.87297  -0.327
H -0.46888 1.34384 -0.77981  0.028
H -0.95868 -0.21603 -0.65774  0.021
H 1.49744 -1.11208 1.38653  -0.011

* structure (SMILES): N[S@@](=O)([O-])=CF
* calculated total energy: -743.16332 Eh
* lowest unoccupied orbital energy: 4.2 eV
* total charge: -1
* gap between HOMO and LUMO: 7.81 eV
* energy above the lowest of the compared OMol25 structures with the same formula, charge and spin: 52.4 kcal/mol



Below is 12 unconnected molecules or ions with the total composition C39H40F13O36 in a non-equilibrium geometry, with properties calculated with ωB97M-V/def2-TZVPD.

Each line ends with the Löwdin charge.
Cartesian coordinates (Å):
O -5.19862 -1.41907 3.16109  -0.081
C -4.41625 -1.88329 2.14677  -0.261
O -5.15311 -2.56706 1.05324  -0.051
C -2.78600 -1.72299 2.20978  -0.112
C -2.22422 -0.20451 1.95297  -0.183
C -2.06735 0.21699 0.37149  -0.270
F -1.73416 -1.00463 -0.45275  -0.218
C -3.50029 0.77702 -0.25637  -0.103
C -3.75937 2.39028 0.09896  -0.132
O -2.75083 3.26820 -0.16070  -0.041
F -5.09154 2.80154 0.63375  -0.064
H -5.22320 -1.98823 0.23869  0.104
H -2.45294 -2.02163 3.31652  0.131
H -2.32952 -2.54733 1.51074  0.087
H -1.12246 -0.16800 2.41011  0.090
H -2.83203 0.63401 2.53698  0.123
H -3.36893 0.75750 -1.44259  0.116
H -4.37376 0.08901 0.10849  0.079
C 0.25052 1.02941 -3.94417  -0.084
C -0.58436 1.28313 -2.73575  -0.323
O -1.90293 1.24723 -3.23273  0.131
C -1.85675 0.40091 -4.29963  -0.481
O -2.84040 -0.09820 -4.82038  0.125
O -0.57206 0.17295 -4.71084  0.063
F -0.35018 2.51824 -2.23844  0.086
H 0.45737 1.94078 -4.51515  0.131
H 1.20000 0.54559 -3.69962  0.141
H -0.46847 0.53442 -1.94486  0.158
C 3.14555 -2.09331 1.68630  -0.097
C 1.72095 -2.51466 1.80742  -0.321
O 1.04422 -1.31098 2.09037  0.124
C 1.78840 -0.33737 1.49458  -0.496
O 1.38941 0.79562 1.28241  0.148
O 3.03510 -0.78763 1.15625  0.055
F 1.55350 -3.35358 2.85425  0.076
H 3.65828 -2.05033 2.65307  0.124
H 3.71549 -2.74183 1.01549  0.145
H 1.30722 -2.96483 0.89875  0.181
C -4.28626 -6.60811 1.14637  -0.077
C -3.94058 -6.94881 -0.26293  -0.336
O -3.31926 -5.77783 -0.74215  0.144
C -2.74738 -5.20577 0.35438  -0.494
O -1.89638 -4.33323 0.30582  0.135
O -3.23833 -5.73475 1.51654  0.075
F -5.05661 -7.16832 -0.99367  0.077
H -5.24362 -6.08332 1.23273  0.151
H -4.30949 -7.48904 1.79353  0.143
H -3.25537 -7.79716 -0.36449  0.174
C -1.92782 4.97899 2.21611  -0.083
C -1.16483 6.22571 2.50803  -0.330
O -0.57014 5.96290 3.75869  0.134
C -0.39685 4.61178 3.79194  -0.498
O 0.32968 4.03422 4.58343  0.124
O -1.13105 3.98240 2.82431  0.087
F -1.99911 7.28046 2.64640  0.073
H -2.92378 4.97538 2.67158  0.153
H -2.03214 4.79681 1.14312  0.114
H -0.38758 6.45888 1.77248  0.177
C -8.04775 1.81381 1.59942  -0.080
C -8.88263 2.06753 2.80784  -0.330
O -10.20119 2.03162 2.31086  0.136
C -10.15501 1.18530 1.24396  -0.505
O -11.13867 0.68619 0.72321  0.134
O -8.87033 0.95735 0.83275  0.079
F -8.64845 3.30264 3.30515  0.077
H -7.84090 2.72517 1.02844  0.145
H -7.09827 1.32999 1.84397  0.141
H -8.76674 1.31881 3.59873  0.179
C 1.99385 -1.26285 -7.22035  -0.068
C 2.75685 -0.01612 -6.92844  -0.330
O 3.35154 -0.27894 -5.67778  0.122
C 3.52483 -1.63006 -5.64453  -0.500
O 4.25135 -2.20762 -4.85304  0.145
O 2.79063 -2.25944 -6.61216  0.081
F 1.92257 1.03862 -6.79007  0.085
H 0.99790 -1.26646 -6.76489  0.149
H 1.88954 -1.44503 -8.29335  0.147
H 3.53410 0.21704 -7.66399  0.177
C 6.92457 0.34148 4.58269  -0.065
C 5.60766 -0.27095 4.91788  -0.316
O 4.94942 -0.33872 3.67328  0.135
C 5.94529 -0.46565 2.75198  -0.482
O 5.76996 -0.82587 1.59986  0.150
O 7.16703 -0.14732 3.27875  0.064
F 4.89383 0.53681 5.73374  0.087
H 6.88918 1.43582 4.55926  0.152
H 7.71506 0.03074 5.27113  0.149
H 5.67670 -1.27368 5.35295  0.184
C 1.25268 1.40404 7.17113  -0.070
C 2.01567 2.65076 7.46305  -0.335
O 2.61036 2.38795 8.71371  0.137
C 2.78365 1.03683 8.74696  -0.511
O 3.51018 0.45927 9.53845  0.130
O 2.04945 0.40745 7.77933  0.067
F 1.18139 3.70551 7.60142  0.080
H 0.25672 1.40043 7.62660  0.152
H 1.14836 1.22186 6.09814  0.149
H 2.79292 2.88393 6.72750  0.177
C 8.92806 -2.01125 -0.63492  -0.070
C 8.92765 -1.93538 0.85369  -0.338
O 10.29787 -1.89556 1.18200  0.141
C 10.90077 -1.29906 0.11552  -0.503
O 12.03099 -0.84075 0.13636  0.139
O 10.08114 -1.26983 -0.97938  0.075
F 8.39273 -3.05351 1.39341  0.081
H 9.03112 -3.03616 -1.00684  0.149
H 8.03073 -1.56723 -1.07426  0.149
H 8.42631 -1.04945 1.25782  0.155
C 4.07112 2.96604 -4.27674  -0.076
C 4.59148 4.28481 -3.81654  -0.330
O 3.58066 5.18963 -4.19918  0.143
C 2.42696 4.46518 -4.17056  -0.494
O 1.31032 4.95608 -4.17275  0.156
O 2.67362 3.12016 -4.13123  0.053
F 5.72663 4.61144 -4.47411  0.077
H 4.30623 2.76078 -5.32649  0.144
H 4.43984 2.13740 -3.66617  0.150
H 4.75454 4.35054 -2.73551  0.179
C -4.95344 -1.91645 -6.03390  -0.088
C -6.27035 -2.52889 -5.69871  -0.330
O -6.92859 -2.59665 -6.94330  0.138
C -5.93272 -2.72359 -7.86460  -0.506
O -6.10805 -3.08380 -9.01672  0.131
O -4.71098 -2.40525 -7.33783  0.075
F -6.98418 -1.72112 -4.88285  0.083
H -4.98883 -0.82211 -6.05733  0.142
H -4.16295 -2.22719 -5.34545  0.137
H -6.20131 -3.53161 -5.26363  0.176

* calculated total energy: -5516.98040 Eh
* lowest unoccupied orbital energy: 1.3 eV
* total charge: -1
* gap between HOMO and LUMO: 4.35 eV



Question: Which of these has the highest calculated total energy?
Answer: C3H8NOS



Question: calculated total energy of number 1 (C4H6N2OS)?
Answer: -738.89051 Eh